[1]
Molecular formula: C44H42ClN2O4S2SbSiZr
Method: DFT, ωB97M-V/def2-TZVPD

Computed properties:
spin multiplicity	1
Kohn-Sham gap	7.24	eV
total charge	0
HOMO energy	-8.225	eV
molar mass	1003.5	g/mol
energy relative to the best compared isomer or geometry (same formula, charge and spin)	34.3	kcal/mol

XYZ file:
```
98
Properties=species:S:1:pos:R:3:mulliken_charge:R:1
Zr 0.908 0.892 0.617 -0.62
C 0.782 0.782 -3.243 -1.40
C 0.448 1.603 -2.055 0.80
N 1.469 1.917 -1.290 -0.68
N 1.211 2.939 -0.358 0.32
C 2.220 3.162 0.494 0.49
S 3.555 2.158 0.713 -0.26
S 2.041 4.590 1.486 -0.17
C 0.392 5.174 1.021 -0.34
C 0.109 5.541 -0.427 0.52
C 1.091 5.775 -1.383 -0.42
C 0.742 6.089 -2.693 -0.68
C -0.595 6.195 -3.060 -0.57
C -1.581 5.972 -2.107 -0.52
C -1.227 5.639 -0.805 -0.11
C -0.936 2.065 -1.844 0.61
C -1.701 2.404 -2.970 -0.46
C -3.006 2.826 -2.858 -1.13
C -3.594 2.866 -1.589 -0.63
C -2.875 2.498 -0.469 -0.70
C -1.533 2.109 -0.562 1.17
O -0.904 1.761 0.562 -0.38
H 1.737 0.289 -3.102 0.22
H 0.879 1.459 -4.099 0.55
H 0.003 0.052 -3.464 0.35
H 0.251 6.050 1.657 0.55
H -0.302 4.403 1.342 -0.18
H 2.139 5.700 -1.110 0.42
H 1.523 6.245 -3.430 0.41
H -0.864 6.447 -4.079 0.41
H -2.630 6.056 -2.374 0.42
H -2.006 5.438 -0.071 0.31
H -1.236 2.357 -3.951 0.40
H -3.567 3.113 -3.741 0.45
H -4.627 3.178 -1.479 0.38
H -3.326 2.499 0.517 0.33
Cl 4.033 -1.757 6.849 -0.23
C 3.518 -1.303 5.248 -0.05
C 3.896 -2.097 4.147 -0.53
C 3.492 -1.778 2.874 -0.80
C 2.646 -0.677 2.645 0.19
O 2.191 -0.437 1.454 0.69
C 2.322 0.146 3.753 1.11
C 1.601 1.373 3.606 -0.54
O 1.024 1.774 2.589 -0.35
C 2.776 -0.185 5.049 -0.96
H 4.522 -2.965 4.320 0.45
H 3.800 -2.370 2.018 0.48
H 1.566 2.027 4.478 0.26
H 2.513 0.456 5.886 0.45
C -1.981 1.106 3.555 -1.19
Sb -1.097 -0.579 2.543 0.92
C -1.761 -1.965 4.034 -1.34
C -2.807 -0.936 1.314 -0.81
H -3.063 1.065 3.416 0.47
H -1.594 2.031 3.138 0.09
H -1.758 1.060 4.625 0.37
H -2.705 -1.583 4.442 0.45
H -1.031 -2.096 4.843 0.35
H -1.928 -2.936 3.549 0.33
H -3.678 -1.034 1.965 0.60
H -2.672 -1.862 0.750 0.16
H -2.949 -0.112 0.614 0.04
O 0.070 -0.588 -0.370 -0.45
Si 0.099 -2.138 -0.939 0.03
C -1.217 -2.303 -2.243 0.45
C -2.190 -1.304 -2.379 0.30
C -3.252 -1.449 -3.267 -1.07
C -3.360 -2.602 -4.040 -0.66
C -2.397 -3.601 -3.933 -0.85
C -1.342 -3.453 -3.041 -0.01
C -0.230 -3.405 0.382 0.97
C 0.672 -3.528 1.446 -0.23
C 0.458 -4.439 2.472 -0.16
C -0.667 -5.261 2.444 -0.85
C -1.571 -5.165 1.392 -0.72
C -1.355 -4.241 0.373 -0.33
C 1.814 -2.561 -1.584 1.35
C 2.888 -1.662 -1.613 0.05
C 4.144 -2.039 -2.074 -1.23
C 4.359 -3.335 -2.520 -0.63
C 3.318 -4.257 -2.486 -0.92
C 2.067 -3.873 -2.018 -0.70
H -2.113 -0.399 -1.786 0.34
H -3.998 -0.666 -3.347 0.48
H -4.195 -2.724 -4.720 0.37
H -2.474 -4.498 -4.539 0.42
H -0.595 -4.245 -2.976 0.17
H 1.566 -2.913 1.455 -0.14
H 1.169 -4.513 3.290 0.45
H -0.836 -5.976 3.241 0.37
H -2.443 -5.809 1.365 0.38
H -2.072 -4.169 -0.443 0.42
H 2.773 -0.655 -1.276 0.39
H 4.953 -1.316 -2.082 0.48
H 5.334 -3.628 -2.893 0.39
H 3.485 -5.275 -2.818 0.43
H 1.271 -4.617 -1.975 0.24
```

---

[2]
Molecular formula: C5H10O2
Method: DFT, ωB97M-V/def2-TZVPD

Computed properties:
spin multiplicity	1
Kohn-Sham gap	9.46	eV
total charge	0
HOMO energy	-8.559	eV
molar mass	102.1	g/mol
energy relative to the best compared isomer or geometry (same formula, charge and spin)	90.8	kcal/mol

XYZ file:
```
17
Properties=species:S:1:pos:R:3:mulliken_charge:R:1
C -0.988 2.374 1.393 -0.57
O 0.054 1.444 1.065 -0.09
C 0.282 1.280 -0.214 -0.58
C 1.341 0.213 -0.359 -0.11
C 0.698 -0.990 -1.072 -0.60
C -0.230 -1.769 -0.147 -0.42
O -0.900 -2.823 -0.806 -0.52
H -1.805 1.815 1.858 0.24
H -1.326 2.865 0.478 0.37
H -0.584 3.096 2.107 0.23
H 0.120 -0.622 -1.933 0.40
H 2.127 0.626 -1.005 0.28
H 1.795 -0.095 0.595 0.28
H 1.466 -1.667 -1.462 0.25
H 0.350 -2.238 0.656 0.30
H -0.945 -1.081 0.335 0.23
H -1.456 -2.429 -1.490 0.31
```

---

[3]
Molecular formula: C38H101F6N8O15S2
Method: DFT, ωB97M-V/def2-TZVPD

Computed properties:
spin multiplicity	1
Kohn-Sham gap	9.48	eV
total charge	-1
HOMO energy	-7.208	eV
molar mass	1088.4	g/mol
energy relative to the best compared isomer or geometry (same formula, charge and spin)	0.0	kcal/mol

XYZ file:
```
170
Properties=species:S:1:pos:R:3:mulliken_charge:R:1
C -1.409 -1.078 -1.120 -0.06
F -1.053 -0.378 -2.141 -0.06
F -2.445 -0.556 -0.564 -0.05
F -1.624 -2.410 -1.590 -0.19
S -0.023 -1.328 0.213 0.76
O -0.637 -2.450 0.881 -0.88
O 1.243 -1.452 -0.458 0.15
N -0.184 -0.023 1.209 -0.17
S 0.731 1.230 0.850 1.06
O 2.044 1.271 1.527 -0.69
O 0.516 1.642 -0.541 -0.48
C -0.314 2.453 1.779 -0.01
F -0.632 1.924 2.978 -0.08
F 0.181 3.654 1.959 -0.10
F -1.450 2.555 1.086 -0.30
C -1.189 -6.761 -4.589 -1.19
C -2.104 -5.692 -4.117 0.23
O -2.384 -4.675 -5.116 -0.53
H -0.247 -6.461 -5.082 0.30
H -1.632 -7.326 -5.438 0.31
H -0.859 -7.355 -3.744 0.34
H -1.650 -5.256 -3.211 -0.17
H -3.063 -6.137 -3.876 0.45
H -1.572 -4.230 -5.353 0.30
C -4.047 -2.145 3.756 -1.54
C -3.075 -1.848 2.619 0.43
O -2.584 -0.552 2.780 0.24
H -4.482 -3.141 3.577 0.37
H -4.792 -1.353 3.860 0.30
H -3.550 -2.241 4.724 0.30
H -3.449 -1.975 1.596 0.17
H -2.234 -2.531 2.663 -0.04
H -1.693 -0.429 2.490 -0.04
C 4.016 -1.505 2.600 0.17
C 5.030 -2.043 3.541 -0.55
O 5.199 -3.417 3.134 -0.46
H 3.067 -2.066 2.666 -0.21
H 4.367 -1.628 1.586 -0.06
H 3.815 -0.462 2.795 0.27
H 4.693 -1.879 4.557 0.35
H 6.008 -1.541 3.432 0.31
H 5.666 -3.894 3.831 0.25
C -0.016 -1.527 5.578 -1.30
C 0.950 -1.626 4.422 0.44
O 0.719 -2.768 3.536 -0.49
H 0.264 -0.661 6.174 0.33
H 0.020 -2.474 6.078 0.41
H -1.017 -1.283 5.214 0.16
H 1.942 -1.840 4.854 0.24
H 1.034 -0.660 3.924 -0.06
H 0.251 -2.475 2.747 0.15
C -3.205 2.161 -5.708 -1.48
C -2.069 1.236 -5.310 0.55
C -2.477 -0.206 -5.319 -0.33
O -3.689 -0.297 -4.592 -0.20
C -4.089 -1.677 -4.402 -0.80
N -0.893 1.258 -6.190 -0.25
H -3.521 2.021 -6.767 0.28
H -2.798 3.174 -5.629 0.45
H -4.051 2.065 -5.028 0.26
H -1.777 1.430 -4.293 -0.06
H -1.694 -0.856 -4.870 -0.06
H -2.538 -0.539 -6.388 0.39
H -4.155 -2.265 -5.343 0.30
H -5.060 -1.629 -3.918 0.34
H -3.361 -2.185 -3.804 0.19
H -0.419 2.156 -6.117 0.18
H -1.115 1.066 -7.147 0.24
C -1.793 2.551 6.311 -1.25
C -1.801 4.066 6.254 0.89
C -2.238 4.478 4.845 -0.50
O -2.225 5.891 4.682 -0.44
C -2.383 6.184 3.301 -0.47
N -2.670 4.653 7.282 -0.79
H -1.422 2.232 7.300 0.37
H -1.212 2.036 5.533 -0.05
H -2.853 2.217 6.294 0.48
H -0.766 4.484 6.398 0.08
H -3.256 4.131 4.681 0.52
H -1.546 4.002 4.158 -0.12
H -3.243 5.723 2.757 0.12
H -1.509 5.964 2.682 0.18
H -2.661 7.226 3.244 0.37
H -2.546 5.664 7.354 0.25
H -2.522 4.244 8.207 0.26
C 1.050 -6.487 -0.268 -1.30
C 1.850 -5.999 0.974 0.19
C 2.742 -4.856 0.491 0.41
O 3.766 -5.431 -0.339 -0.49
C 4.571 -4.382 -0.867 -0.39
N 0.985 -5.680 2.140 -0.71
H 1.629 -6.694 -1.177 0.34
H 0.327 -5.729 -0.649 0.09
H 0.407 -7.342 -0.056 0.42
H 2.575 -6.771 1.270 0.32
H 3.291 -4.352 1.301 0.11
H 2.170 -4.075 -0.092 -0.12
H 5.390 -4.880 -1.335 0.37
H 4.920 -3.739 -0.040 0.19
H 4.039 -3.760 -1.606 0.02
H 1.600 -5.256 2.878 0.36
H 0.422 -4.882 1.878 0.20
C 2.070 2.578 -4.269 -0.89
C 3.463 2.144 -3.872 0.20
C 3.378 1.155 -2.731 0.15
O 4.662 0.772 -2.224 -0.55
C 4.536 -0.173 -1.138 -0.04
N 4.134 1.502 -5.045 -0.50
H 1.588 3.143 -3.439 0.37
H 1.524 1.685 -4.477 -0.22
H 2.164 3.286 -5.089 0.47
H 3.962 3.064 -3.506 0.28
H 2.899 0.230 -3.132 -0.05
H 2.717 1.566 -1.952 -0.05
H 3.947 -1.044 -1.514 -0.01
H 4.040 0.307 -0.294 0.06
H 5.509 -0.581 -0.827 0.33
H 4.842 0.834 -4.729 0.27
H 4.628 2.212 -5.556 0.20
C -5.234 3.852 0.520 -1.44
C -5.287 2.496 1.171 0.25
C -4.712 1.525 0.157 0.29
O -5.568 1.616 -0.967 -0.47
C -5.060 0.845 -2.019 -0.22
N -4.488 2.627 2.461 -0.56
H -5.333 4.639 1.301 0.41
H -6.146 3.957 -0.146 0.32
H -4.311 3.883 -0.048 0.30
H -6.302 2.227 1.448 0.35
H -4.608 0.447 0.548 0.07
H -3.685 1.888 -0.132 -0.07
H -5.715 0.911 -2.887 0.35
H -4.969 -0.206 -1.637 0.14
H -4.029 1.202 -2.245 0.02
H -4.133 1.684 2.719 0.29
H -3.677 3.249 2.344 -0.03
C 2.319 -2.648 -7.505 -1.47
C 1.441 -1.734 -6.690 0.61
C 1.516 -2.144 -5.194 -0.47
O 0.957 -3.401 -4.962 -0.27
C 1.267 -3.961 -3.722 -0.44
N 1.781 -0.305 -6.916 -0.67
H 2.373 -2.375 -8.562 0.40
H 1.955 -3.697 -7.371 0.24
H 3.328 -2.673 -7.031 0.30
H 0.362 -1.844 -6.983 0.24
H 1.040 -1.420 -4.486 0.02
H 2.622 -2.152 -4.941 0.33
H 0.890 -4.965 -3.748 0.09
H 0.831 -3.358 -2.918 0.07
H 2.362 -3.985 -3.709 0.43
H 1.032 0.207 -6.450 0.25
H 2.594 -0.086 -6.335 0.34
C 3.783 6.711 4.392 -1.50
C 2.301 6.191 4.224 -0.14
C 2.123 4.698 4.030 0.77
O 2.584 4.059 5.207 -0.50
C 1.994 2.747 5.366 -0.21
N 1.443 6.743 5.242 -0.56
H 4.335 6.230 3.591 0.35
H 4.245 6.471 5.337 0.31
H 3.880 7.782 4.327 0.40
H 1.990 6.665 3.261 0.30
H 2.668 4.282 3.203 0.46
H 1.021 4.584 3.837 -0.57
H 2.256 2.334 6.374 0.34
H 2.397 2.011 4.692 0.08
H 0.899 2.821 5.197 -0.03
H 0.457 6.755 5.029 0.20
H 1.632 6.401 6.187 0.27
```

---

[4]
Molecular formula: C3H12OSi2
Method: DFT, ωB97M-V/def2-TZVPD

Computed properties:
spin multiplicity	1
Kohn-Sham gap	8.84	eV
total charge	0
HOMO energy	-8.039	eV
molar mass	120.3	g/mol
energy relative to the best compared isomer or geometry (same formula, charge and spin)	115.9	kcal/mol

XYZ file:
```
18
Properties=species:S:1:pos:R:3:mulliken_charge:R:1
C 0.918 -1.586 -0.590 -0.79
C 1.521 -0.755 0.475 -0.70
C -0.220 0.718 0.706 -0.26
O -1.158 0.524 -0.250 -0.13
Si 0.820 2.327 0.426 0.38
Si -2.408 -0.542 -0.410 0.25
H 1.617 -2.030 -1.152 0.43
H 0.215 -2.233 -0.081 0.24
H 0.326 -0.991 -1.333 0.12
H 1.295 -1.137 1.430 0.37
H 2.539 -0.226 0.231 0.34
H -0.542 0.283 1.647 0.52
H 0.332 3.720 0.695 -0.17
H 1.172 2.284 -0.949 -0.12
H 2.088 2.196 1.098 -0.15
H -3.547 0.322 -0.375 -0.16
H -2.266 -1.046 -1.988 -0.07
H -2.700 -1.827 0.424 -0.09
```

---

[5]
Molecular formula: C17H25NO4
Method: DFT, ωB97M-V/def2-TZVPD

Computed properties:
spin multiplicity	1
Kohn-Sham gap	6.98	eV
total charge	0
HOMO energy	-6.551	eV
molar mass	307.4	g/mol
energy relative to the best compared isomer or geometry (same formula, charge and spin)	482.0	kcal/mol

XYZ file:
```
47
Properties=species:S:1:pos:R:3:mulliken_charge:R:1
C -0.327 -1.964 -0.357 -0.53
N -1.523 -1.320 0.259 0.96
O -2.366 -2.037 0.829 -0.85
O -1.574 -0.085 0.331 -0.51
H 0.440 -1.201 -0.221 -1.28
H -0.570 -2.180 -1.397 0.31
H -0.088 -2.882 0.180 0.74
C 1.339 2.580 2.997 -1.01
O 0.487 1.533 2.456 -0.08
C -0.711 2.089 1.907 -0.91
C -1.650 1.043 1.374 0.65
O -2.789 1.724 0.973 -0.48
C -3.615 0.927 0.141 -0.51
H 2.144 2.144 3.589 0.31
H 0.863 3.306 3.656 0.34
H 1.783 3.242 2.253 0.37
H -0.437 2.778 1.108 0.40
H -1.197 2.637 2.714 0.45
H -1.832 0.251 2.100 0.36
H -1.047 0.697 0.535 -0.07
H -4.599 1.395 0.123 0.38
H -3.714 0.014 0.729 0.32
H -3.346 0.898 -0.915 -0.01
C 1.078 -0.935 1.911 -0.29
C 0.931 -2.318 1.970 -0.63
C 1.458 -3.101 0.906 -0.47
C 2.148 -2.521 -0.179 -0.41
C 2.363 -1.201 -0.178 -0.38
C 1.925 -0.374 0.835 -0.85
H 0.759 -0.360 2.768 0.87
H 0.404 -2.813 2.773 0.39
H 1.369 -4.177 0.924 0.39
H 2.582 -3.086 -0.991 0.40
H 2.836 -0.729 -1.027 0.87
H 2.113 0.689 0.841 0.27
C -1.029 0.634 -3.143 -1.31
C -0.098 0.933 -4.135 -0.46
C 1.298 0.815 -4.072 -0.98
C 1.701 0.224 -2.954 -0.75
C 0.833 -0.053 -1.873 1.26
C -0.523 0.128 -1.958 0.85
H -2.097 0.778 -3.216 0.42
H -0.582 1.265 -5.042 0.34
H 2.006 1.198 -4.792 0.44
H 2.732 -0.018 -2.742 0.36
H 1.191 -0.395 -0.914 0.20
H -1.074 -0.171 -1.078 0.16
```

---

[6]
Molecular formula: C10H16O
Method: DFT, ωB97M-V/def2-TZVPD

Computed properties:
spin multiplicity	1
Kohn-Sham gap	10.59	eV
total charge	0
HOMO energy	-9.752	eV
SMILES string	O[C@H]1[C@@H]2C[C@H]3C[C@@H](C2)C[C@@H]1C3
molar mass	152.2	g/mol
energy relative to the best compared isomer or geometry (same formula, charge and spin)	0.0	kcal/mol

XYZ file:
```
27
Properties=species:S:1:pos:R:3:mulliken_charge:R:1
O -1.945 1.389 -1.177 -0.57
C -1.491 0.159 -0.630 -0.49
C -1.106 0.367 0.875 0.29
C -0.622 -0.978 1.421 -1.38
C 0.620 -1.389 0.600 0.42
C 1.743 -0.314 0.696 -1.24
C 1.197 1.016 0.100 0.37
C -0.033 1.431 0.960 -1.15
C 0.829 0.845 -1.373 -1.26
C -0.250 -0.274 -1.462 0.15
C 0.230 -1.584 -0.889 -1.29
H -2.676 1.732 -0.607 0.40
H -2.220 -0.682 -0.635 0.43
H -2.023 0.726 1.409 0.27
H -1.393 -1.739 1.303 0.46
H -0.483 -0.850 2.510 0.41
H 0.986 -2.384 0.944 0.14
H 2.048 -0.149 1.733 0.46
H 2.661 -0.613 0.124 0.41
H 1.965 1.779 0.215 0.20
H 0.302 1.535 1.988 0.50
H -0.446 2.387 0.622 0.40
H 1.731 0.544 -1.944 0.44
H 0.355 1.737 -1.798 0.45
H -0.604 -0.504 -2.457 0.31
H -0.528 -2.332 -1.060 0.47
H 1.150 -1.857 -1.467 0.40
```